1.
Entry from the Open Molecules 2025 dataset: a 2-piece molecular cluster, C35H30O6S2 overall (wB97M-V/def2-TZVPD).

Each line ends with the Löwdin charge.
CARTESIAN COORDINATES (ANGSTROEM)
C 5.66521 5.58334 0.50280  -0.05
O 5.45103 4.17646 0.75484  -0.07
C 4.26193 3.63148 0.38152  -0.23
C 4.08038 2.24831 0.65286  0.03
C 2.86413 1.65550 0.41822  0.02
C 1.72403 2.45101 0.08540  -0.18
C 0.38915 1.96642 0.15515  0.11
C -0.72700 2.75298 0.50787  -0.17
C -2.02005 2.27966 0.13303  0.09
C -3.11137 3.08166 0.36199  -0.13
C -2.94288 4.34461 0.98842  -0.19
O -4.07941 5.07698 1.04962  0.01
C -5.15311 4.28254 0.40806  -0.09
C -4.55697 2.92575 0.02320  -0.09
C -1.69221 4.79939 1.44281  0.03
C -0.60543 4.00069 1.21201  0.01
C 1.96272 3.80031 -0.30508  -0.02
C 3.20616 4.38266 -0.19726  0.00
H 6.70812 5.74512 0.77653  0.10
H 5.51336 5.82102 -0.55773  0.09
H 5.01512 6.20381 1.13525  0.10
H 4.92489 1.69748 1.06521  0.13
H 2.75301 0.57686 0.52429  0.11
H 0.18682 0.94628 -0.13455  0.08
H -2.11820 1.30331 -0.35278  0.15
H -5.97275 4.21054 1.13394  0.13
H -5.48871 4.85197 -0.47140  0.13
H -4.72310 2.69847 -1.03123  0.13
H -5.02018 2.12379 0.61110  0.13
H -1.63424 5.75771 1.95219  0.13
H 0.37798 4.32626 1.55572  0.13
H 1.13341 4.40496 -0.67751  0.13
H 3.35793 5.42154 -0.50546  0.11
C -0.92424 -0.43417 3.63571  -0.11
C -2.04011 -0.94464 2.95821  -0.09
C -1.91781 -1.32384 1.63444  -0.07
C -0.66192 -1.29525 0.96412  -0.30
C -0.60385 -1.79808 -0.37676  -0.38
S 0.86450 -1.65644 -1.33365  0.68
C 0.53945 -2.25760 -2.96518  -0.32
C 1.44293 -3.16648 -3.51091  -0.06
C 1.25624 -3.58357 -4.82565  -0.08
C 0.19374 -3.08467 -5.57867  -0.08
C -0.67483 -2.13361 -5.02617  -0.07
C -0.48949 -1.69727 -3.71558  -0.07
O 1.20398 -0.26113 -1.55255  -0.33
O 1.85638 -2.54634 -0.75180  -0.33
S -1.51692 -3.34016 -0.59499  0.69
C -0.76792 -4.59648 0.46887  -0.24
C 0.41150 -5.23805 0.08036  -0.05
C 0.86444 -6.35728 0.78676  -0.08
C 0.15633 -6.81643 1.90057  -0.09
C -0.95947 -6.10437 2.35419  -0.08
C -1.40755 -4.98115 1.65263  -0.06
O -2.89002 -3.20203 -0.15545  -0.34
O -1.27908 -3.84974 -1.92703  -0.31
C 0.46550 -0.79882 1.68021  -0.07
C 0.31360 -0.32535 2.97837  -0.10
H -1.02358 -0.09803 4.66635  0.09
H -3.01338 -1.02839 3.44030  0.10
H -2.78834 -1.66850 1.08817  0.09
H 2.24069 -3.56094 -2.88626  0.11
H 1.95341 -4.31301 -5.24010  0.10
H 0.04593 -3.42513 -6.60546  0.10
H -1.50777 -1.73371 -5.60232  0.10
H -1.15272 -0.96776 -3.25344  0.12
H 0.99083 -4.86010 -0.76106  0.10
H 1.76533 -6.87421 0.44826  0.10
H 0.47237 -7.72456 2.41406  0.10
H -1.50106 -6.42338 3.24696  0.10
H -2.25852 -4.40202 2.01212  0.11
H 1.44160 -0.79825 1.18069  0.08
H 1.17006 0.14204 3.47268  0.10

For the energy relative to the best compared isomer or geometry (same formula, charge and spin), the calculation gives 0.0 kJ/mol. The calculation puts the largest force on an atom at 2.27 eV Å⁻¹. As for the spin multiplicity: 1. The orbital gap comes out at 4.166 eV. The net charge is 0. The molar mass is 610.75 Da. The calculation puts the total energy at -70732.7049 eV.

=====

2.
Entry from the Open Molecules 2025 dataset: an isolated ion of composition C19H33N2O3 and charge +1 (wB97M-V/def2-TZVPD).

Each line ends with the Löwdin charge.
CARTESIAN COORDINATES (ANGSTROEM)
C 5.89230 -1.11846 1.70780  -0.09
O 4.79874 -2.03325 1.70115  -0.19
C 4.24425 -2.26308 0.41177  -0.22
C 3.08004 -1.30122 0.12209  -0.17
C 3.36182 -0.17688 -0.90233  -0.21
C 3.59605 1.19696 -0.28056  -0.18
C 2.35158 1.86791 0.34496  -0.18
C 1.01297 1.30204 -0.14785  -0.22
C -0.16745 2.05867 0.45138  -0.16
C -1.50535 1.78229 -0.29656  -0.09
C -1.57792 0.41062 -0.90599  -0.15
C -1.61368 0.29953 -2.29985  0.08
C -1.61725 -0.94291 -2.91735  -0.07
C -1.58614 -1.05548 -4.41070  -0.50
O -0.71204 -1.63661 -4.93868  0.21
O -2.61253 -0.51811 -5.08761  0.16
C -1.61804 -2.07968 -2.11954  0.07
C -1.59966 -1.92582 -0.74957  0.03
N -1.58655 -0.70917 -0.14652  0.03
C -1.54431 -0.71989 1.33548  -0.09
C -2.69555 -0.00663 2.03904  -0.17
C -4.09176 -0.35806 1.51423  -0.19
C -5.12292 0.65109 2.02881  -0.27
N -5.00736 2.00199 1.47100  0.01
H 5.92351 -0.52557 0.79745  0.07
H 5.80266 -0.47091 2.57543  0.09
H 6.82155 -1.67856 1.79693  0.09
H 5.02209 -2.21733 -0.34899  0.12
H 3.84783 -3.27290 0.46544  0.12
H 2.79018 -0.85931 1.07441  0.11
H 2.22638 -1.88490 -0.22748  0.10
H 2.58542 -0.15779 -1.66119  0.09
H 4.26653 -0.44922 -1.44442  0.11
H 4.35916 1.10589 0.48412  0.10
H 3.96438 1.84934 -1.06919  0.11
H 2.37256 1.71664 1.42393  0.12
H 2.34043 2.93499 0.14123  0.11
H 1.00845 1.34714 -1.23625  0.12
H 0.97513 0.27049 0.19141  0.09
H 0.01622 3.12607 0.40945  0.12
H -0.28620 1.74288 1.48490  0.10
H -2.37613 1.97653 0.32049  0.09
H -1.54763 2.49034 -1.11661  0.12
H -1.59233 1.20672 -2.87922  0.14
H -2.87165 0.33798 -4.72233  0.12
H -1.61367 -3.04963 -2.58822  0.14
H -1.58900 -2.79708 -0.11791  0.15
H -0.58943 -0.32972 1.66880  0.12
H -1.56290 -1.75929 1.63838  0.13
H -2.64796 -0.34387 3.07228  0.13
H -2.52647 1.06313 2.08799  0.09
H -4.36456 -1.30464 1.97797  0.12
H -4.14179 -0.43397 0.42947  0.11
H -5.01874 0.74309 3.10626  0.12
H -6.12874 0.29504 1.82022  0.11
H -4.42217 2.61358 2.01760  0.06
H -4.72235 1.98899 0.50306  0.06

For the energy relative to the best compared isomer or geometry (same formula, charge and spin), the calculation gives 334.3 kJ/mol. The calculation puts the largest force on an atom at 1.56 eV Å⁻¹. As for the spin multiplicity: 1. The orbital gap comes out at 7.237 eV. The net charge is +1. The molar mass is 337.48 Da. The SMILES is COCCCCCCCCc1cc(C(=O)O)cc[n+]1CCCCN. The calculation puts the total energy at -29354.1208 eV.

=====

3.
Entry from the Open Molecules 2025 dataset: a 2-piece molecular cluster, CH2ClF overall (wB97M-V/def2-TZVPD).

Each line ends with the Löwdin charge.
CARTESIAN COORDINATES (ANGSTROEM)
C 0.22673 0.25099 0.05110  -0.73
F -0.15050 1.05658 -0.89464  -0.04
Cl 1.58867 -0.68800 -0.38842  0.63
H -1.53560 -1.21700 0.24330  0.10
H -0.12929 0.59743 0.98866  0.04

For the energy relative to the best compared isomer or geometry (same formula, charge and spin), the calculation gives 418.0 kJ/mol. The calculation puts the largest force on an atom at 2.08 eV Å⁻¹. As for the spin multiplicity: 1. The orbital gap (alpha / beta) comes out at 10.322 / 8.200 eV. The net charge is 0. The molar mass is 68.48 Da. The calculation puts the total energy at -16304.7660 eV.

=====

4.
Entry from the Open Molecules 2025 dataset: C15H14I2O6RhSSc as an isolated structure (wB97M-V/def2-TZVPD).

Each line ends with the Löwdin charge.
CARTESIAN COORDINATES (ANGSTROEM)
I 1.86926 -2.42457 -0.08717  0.96
I 1.81534 3.19064 -1.03151  0.93
Sc 0.41385 1.16285 0.07321  0.41
Rh -0.49723 -1.26429 -0.82608  0.32
S 1.18205 -0.28187 -2.24162  0.63
C -2.17041 -1.46275 -1.64805  -0.17
C -1.29927 -1.60348 0.82589  -0.24
C 0.65173 0.02988 -3.96223  -0.88
C 1.57278 1.10871 -4.52040  -0.07
C -0.79491 0.44815 -4.09674  -0.06
C 0.90847 -1.31827 -4.63789  -0.07
C -1.54540 2.24243 1.34727  0.03
C -1.65268 1.53608 -1.18011  -0.08
O -1.75587 -1.96045 1.82195  0.21
O -3.18685 -1.81688 -2.06982  0.26
O -2.30908 2.80965 1.98983  0.24
O -2.58567 1.90875 -1.73195  0.22
H 1.30983 1.25524 -5.57517  0.13
H 2.62163 0.79978 -4.44503  0.11
H 1.44714 2.04769 -3.96847  0.05
H -1.03418 0.37702 -5.16751  0.14
H -0.93468 1.47646 -3.75247  0.09
H -1.46002 -0.21879 -3.53875  0.05
H 0.65900 -1.23439 -5.69878  0.13
H 0.30274 -2.10816 -4.18491  0.09
H 1.95994 -1.60329 -4.53514  0.10
O 0.54637 1.96086 2.15773  -0.10
C 0.91863 0.77188 2.48405  -0.51
O 1.47959 0.04952 1.57554  -0.21
C 0.57408 0.17482 3.77900  -0.06
C 1.03616 -1.11658 4.06100  0.10
C 0.65263 -1.73665 5.24985  0.11
C -0.19083 -1.06228 6.14263  0.12
C -0.64917 0.23249 5.85621  0.11
C -0.25180 0.86357 4.67123  0.13
H 1.68579 -1.58501 3.31758  0.14
H 1.03027 -2.74029 5.45335  0.17
H -0.45428 -1.54446 7.07962  0.17
H -1.31180 0.74121 6.56460  0.17
H -0.55320 1.89475 4.44929  0.16

For the energy relative to the best compared isomer or geometry (same formula, charge and spin), the calculation gives 198.1 kJ/mol. The calculation puts the largest force on an atom at 5.72 eV Å⁻¹. As for the spin multiplicity: 5. The orbital gap (alpha / beta) comes out at 7.820 / 2.506 eV. The net charge is +4. The molar mass is 724.01 Da. The calculation puts the total energy at -78764.4878 eV. As for the expectation value of S²: 6.0351.

=====

5.
Entry from the Open Molecules 2025 dataset: a 2-piece molecular cluster, C3H7NO2S overall (wB97M-V/def2-TZVPD).

Each line ends with the Löwdin charge.
CARTESIAN COORDINATES (ANGSTROEM)
C -2.78856 0.50223 -0.04459  -0.30
C -3.04187 -0.79177 -0.13064  -0.02
C 2.22883 0.90996 -0.41867  -0.25
N 0.14269 -0.75712 -0.59656  -0.35
O -2.53813 1.64187 -0.14335  0.13
O 1.81913 -0.45681 1.75494  -0.37
S 0.78834 0.15731 0.46650  0.87
H -2.21448 -1.45804 0.26170  0.06
H 1.31211 -0.42603 2.56632  0.01
H -3.76646 -1.34490 -0.68633  0.04
H 3.19013 0.99878 0.10578  0.04
H 1.66302 1.93737 -0.48415  0.07
H 2.47911 0.32684 -1.37017  0.07
H 0.72614 -1.23970 -1.28078  0.00

For the energy relative to the best compared isomer or geometry (same formula, charge and spin), the calculation gives 419.4 kJ/mol. The calculation puts the largest force on an atom at 2.61 eV Å⁻¹. As for the spin multiplicity: 1. The orbital gap comes out at 9.434 eV. The net charge is 0. The molar mass is 121.16 Da. The calculation puts the total energy at -19641.2576 eV.

=====

Question: Which of these has the highest molar mass?
Answer: C15H14I2O6RhSSc